(1)
{
  "formula": "C17H15Br2MnN2O4S",
  "method": "ωB97M-V with the def2-TZVPD basis set",
  "elements": ["Mn", "Br", "C", "Br", "H", "H", "O", "C", "N", "S", "O", "O", "C", "C", "C", "C", "C", "C", "H", "H", "H", "H", "C", "C", "C", "C", "C", "C", "C", "C", "N", "H", "H", "H", "H", "H", "H", "C", "O", "H", "H", "H"],
  "positions_angstrom": [[-0.268, 1.465, 0.365], [0.725, 1.505, 3.163], [2.546, 0.845, 3.002], [3.763, 2.165, 2.333], [2.509, 0.001, 2.324], [2.854, 0.565, 4.001], [1.358, -1.555, 1.185], [0.142, -1.527, 1.107], [-0.580, -0.551, 0.480], [-2.194, -0.797, 0.541], [-2.702, 0.405, 1.183], [-2.773, -1.166, -0.714], [-2.109, -2.206, 1.584], [-3.133, -2.968, 2.108], [-2.767, -4.087, 2.847], [-1.426, -4.426, 3.028], [-0.413, -3.653, 2.478], [-0.774, -2.533, 1.750], [-4.171, -2.709, 1.955], [-3.539, -4.706, 3.284], [-1.175, -5.305, 3.605], [0.633, -3.900, 2.605], [1.569, 1.312, -0.577], [1.170, 1.084, -1.979], [1.037, -0.217, -2.477], [0.624, -0.431, -3.778], [0.330, 0.660, -4.594], [0.449, 1.961, -4.111], [0.863, 2.168, -2.809], [-0.102, 0.441, -5.948], [-0.446, 0.270, -7.031], [2.077, 2.253, -0.383], [2.043, 0.460, -0.094], [1.256, -1.058, -1.832], [0.521, -1.436, -4.165], [0.211, 2.798, -4.753], [0.938, 3.176, -2.420], [0.219, 4.374, 0.562], [-0.498, 3.227, 0.204], [0.815, 4.222, 1.470], [-0.480, 5.195, 0.744], [0.898, 4.680, -0.243]],
  "forces_ev_per_angstrom": [[0.1, -0.4, 0.0], [0.0, 0.0, 0.0], [-0.1, 0.0, 0.0], [0.0, 0.0, 0.0], [0.0, 0.0, 0.0], [0.0, 0.0, 0.0], [-0.1, 0.0, 0.1], [0.0, -0.1, 0.1], [0.1, 0.0, -0.3], [-0.1, 0.5, 0.2], [0.0, -0.1, -0.1], [0.0, 0.0, 0.0], [0.0, -0.1, 0.1], [0.1, 0.0, 0.0], [0.0, 0.0, 0.0], [0.0, 0.0, 0.0], [0.0, 0.1, 0.0], [0.0, 0.1, 0.0], [0.0, 0.0, 0.0], [0.0, 0.0, 0.0], [0.0, 0.0, 0.0], [0.0, 0.0, 0.0], [-0.1, 0.0, 0.0], [0.0, 0.1, 0.2], [0.0, 0.0, -0.1], [0.0, 0.1, 0.1], [0.0, 0.0, -0.1], [0.0, 0.0, 0.1], [0.0, -0.1, -0.1], [0.0, 0.0, 0.0], [0.0, 0.0, 0.0], [-0.1, 0.0, 0.0], [0.0, 0.0, 0.0], [0.0, 0.0, 0.0], [0.0, 0.0, 0.0], [0.0, 0.0, 0.0], [0.0, 0.0, 0.0], [0.0, 0.0, -0.1], [0.0, 0.2, 0.1], [0.0, 0.0, 0.0], [0.0, 0.0, 0.0], [0.0, 0.0, 0.0]],
  "lowdin_charge": [0.86, 0.70, -1.00, 0.62, -0.03, 0.00, 0.04, -0.51, -0.17, 0.63, -0.32, -0.26, -0.22, -0.02, -0.06, -0.05, 0.01, -0.13, 0.13, 0.11, 0.11, 0.12, -0.11, -0.29, -0.02, -0.01, -0.23, -0.02, -0.02, -0.18, 0.16, 0.06, 0.06, 0.12, 0.12, 0.12, 0.11, -0.21, -0.41, 0.05, 0.08, 0.07],
  "multiplicity": 5,
  "energy_ev": -211282.5159,
  "orbital_gap_ev": [7.45, 8.68]
}



(2)
{
  "formula": "C4H5NO",
  "method": "ωB97M-V with the def2-TZVPD basis set",
  "elements": ["O", "C", "C", "C", "C", "N", "H", "H", "H", "H", "H"],
  "positions_angstrom": [[-1.942, 1.339, -0.124], [-1.727, 0.168, -0.316], [-0.382, -0.499, -0.125], [0.750, 0.476, 0.198], [2.044, -0.202, 0.346], [3.082, -0.701, 0.445], [-2.548, -0.511, -0.639], [-0.149, -1.100, -1.013], [-0.512, -1.211, 0.703], [0.534, 1.020, 1.122], [0.851, 1.220, -0.596]],
  "forces_ev_per_angstrom": [[0.2, -0.4, -0.1], [0.0, 0.2, 0.0], [-0.1, -0.1, 0.1], [0.0, 0.1, 0.0], [0.9, -0.3, 0.1], [-1.0, 0.4, -0.1], [0.2, 0.1, 0.1], [-0.1, 0.1, 0.1], [0.0, 0.0, -0.2], [0.0, 0.0, -0.1], [0.0, 0.0, 0.1]],
  "lowdin_charge": [0.06, -0.26, -0.16, -0.18, -0.23, 0.14, 0.13, 0.13, 0.13, 0.13, 0.13],
  "energy_ev": -7765.9339,
  "orbital_gap_ev": 11.20,
  "smiles": "N#CCCC=O"
}



(3)
{
  "formula": "C24H18AuBCl2F4N3O2Se2",
  "method": "ωB97M-V with the def2-TZVPD basis set",
  "elements": ["Au", "Se", "Se", "C", "C", "C", "C", "C", "N", "C", "C", "C", "C", "C", "N", "H", "H", "H", "H", "H", "H", "H", "H", "F", "B", "F", "F", "F", "Cl", "C", "C", "C", "C", "C", "Cl", "C", "N", "C", "C", "C", "C", "C", "C", "C", "C", "O", "O", "H", "H", "H", "H", "H", "H", "H", "H", "H", "H"],
  "positions_angstrom": [[-0.608, 1.168, 0.254], [-2.486, 3.613, 0.960], [-1.148, 4.008, 2.795], [-0.085, 2.428, 3.017], [0.578, 2.414, 4.236], [1.446, 1.388, 4.540], [1.601, 0.346, 3.639], [0.907, 0.394, 2.460], [0.096, 1.433, 2.144], [-1.078, 3.989, -0.293], [-0.923, 5.217, -0.895], [0.176, 5.419, -1.724], [1.073, 4.390, -1.929], [0.856, 3.173, -1.313], [-0.200, 2.995, -0.510], [0.410, 3.222, 4.936], [1.987, 1.396, 5.476], [2.260, -0.488, 3.826], [0.994, -0.399, 1.731], [-1.639, 6.002, -0.702], [0.326, 6.382, -2.194], [1.954, 4.510, -2.542], [1.532, 2.339, -1.422], [3.754, 2.150, 1.919], [2.935, 2.539, 0.884], [2.269, 1.357, 0.357], [1.907, 3.400, 1.359], [3.592, 3.146, -0.176], [-0.509, -2.566, -4.553], [0.456, -2.032, -3.209], [1.241, -0.902, -3.361], [1.989, -0.444, -2.289], [1.955, -1.131, -1.085], [1.178, -2.269, -0.954], [1.240, -3.123, 0.554], [0.395, -2.758, -2.011], [-0.344, -3.930, -1.909], [-1.298, -4.156, -0.871], [-1.276, -5.379, -0.211], [-2.187, -5.653, 0.793], [-3.124, -4.696, 1.161], [-3.157, -3.484, 0.495], [-2.263, -3.206, -0.535], [-2.395, -1.916, -1.305], [-1.634, -0.781, -0.733], [-1.232, -0.741, 0.488], [-1.398, 0.293, -1.398], [1.257, -0.398, -4.317], [2.629, 0.422, -2.389], [2.562, -0.801, -0.256], [-0.600, -4.331, -2.799], [-0.518, -6.099, -0.487], [-2.159, -6.609, 1.298], [-3.834, -4.899, 1.951], [-3.909, -2.748, 0.757], [-3.440, -1.584, -1.303], [-2.111, -2.012, -2.354]],
  "forces_ev_per_angstrom": [[0.1, -0.1, 0.0], [0.1, 0.0, 0.0], [0.0, 0.0, 0.0], [0.0, 0.0, 0.0], [0.0, 0.0, 0.0], [0.0, 0.0, 0.0], [0.0, 0.0, 0.0], [0.0, 0.0, 0.0], [0.0, 0.0, 0.0], [-0.1, 0.1, 0.0], [0.0, 0.0, 0.0], [0.0, 0.0, 0.0], [0.0, 0.0, 0.0], [0.0, 0.0, 0.0], [0.0, 0.1, -0.1], [0.0, 0.0, 0.0], [0.0, 0.0, 0.0], [0.0, 0.0, 0.0], [0.0, 0.0, 0.0], [0.0, 0.0, 0.0], [0.0, 0.0, 0.0], [0.0, 0.0, 0.0], [0.0, 0.0, 0.0], [0.0, 0.0, 0.0], [0.0, 0.1, 0.0], [-0.1, 0.0, 0.0], [0.0, 0.0, 0.0], [0.0, 0.0, 0.0], [0.0, 0.0, 0.0], [0.0, 0.0, 0.0], [0.0, 0.0, 0.0], [0.0, 0.0, 0.0], [0.0, 0.0, 0.0], [0.0, 0.0, 0.0], [0.0, 0.0, 0.0], [0.0, 0.0, 0.1], [-0.1, 0.0, -0.1], [0.0, 0.0, 0.0], [0.0, 0.0, 0.0], [0.0, 0.0, 0.0], [0.0, 0.0, 0.0], [0.0, 0.0, 0.0], [0.0, 0.0, 0.0], [0.0, 0.0, 0.0], [0.0, 0.0, 0.0], [-0.1, 0.0, 0.0], [0.0, 0.0, 0.0], [0.0, 0.0, 0.0], [0.0, 0.0, 0.0], [0.0, 0.0, 0.0], [0.0, 0.0, 0.0], [0.0, 0.0, 0.0], [0.0, 0.0, 0.0], [0.0, 0.0, 0.0], [0.0, 0.0, 0.0], [0.0, 0.0, 0.0], [0.0, 0.0, 0.0]],
  "lowdin_charge": [1.40, 0.71, 0.78, -0.60, -0.09, 0.01, 0.00, -0.10, -0.09, -0.65, -0.06, 0.01, 0.01, -0.07, -0.11, 0.11, 0.13, 0.13, 0.09, 0.12, 0.13, 0.13, 0.11, 0.16, -1.24, 0.01, 0.09, 0.14, 0.75, -0.59, -0.10, -0.08, -0.12, -0.57, 0.78, -0.32, 0.07, -0.24, -0.02, -0.06, -0.06, -0.03, -0.16, -0.02, -0.53, -0.06, -0.04, 0.11, 0.11, 0.10, 0.11, 0.12, 0.11, 0.11, 0.12, 0.16, 0.11],
  "energy_ev": -204721.0807,
  "orbital_gap_ev": 5.48,
  "charge": 1
}



(4)
{
  "formula": "C9H15FN",
  "method": "ωB97M-V with the def2-TZVPD basis set",
  "elements": ["C", "C", "C", "C", "C", "C", "C", "C", "C", "N", "F", "H", "H", "H", "H", "H", "H", "H", "H", "H", "H", "H", "H", "H", "H", "H"],
  "positions_angstrom": [[2.220, -2.698, 0.106], [3.224, 0.750, 0.415], [2.519, -1.594, -0.514], [2.535, -0.293, -0.009], [-1.806, 1.562, -0.882], [-0.438, 0.936, -1.157], [-2.765, 0.543, -0.345], [-0.834, -0.436, 0.954], [0.174, 0.445, 0.206], [-2.198, -0.035, 1.124], [0.716, 1.545, 0.793], [2.259, -3.672, -0.254], [1.967, -2.639, 1.162], [2.854, 1.638, 0.650], [4.331, 0.797, 0.563], [2.530, -1.470, -1.669], [-1.647, 2.493, -0.119], [-2.087, 1.978, -1.809], [-0.610, 0.047, -1.815], [0.223, 1.618, -1.560], [-3.763, 1.021, -0.314], [-2.938, -0.387, -1.012], [-0.777, -1.374, 0.373], [-0.403, -0.716, 1.982], [-2.370, 0.754, 1.829], [-2.917, -0.813, 1.301]],
  "forces_ev_per_angstrom": [[-0.3, -0.3, 2.5], [2.0, -4.1, -1.2], [-0.2, 1.7, -4.2], [-1.0, 2.1, 1.7], [2.1, 1.3, 2.4], [-0.8, -2.9, 2.2], [-0.7, -0.9, -0.2], [4.3, -1.7, 1.9], [0.6, 0.4, -2.4], [-4.8, 2.1, -1.9], [-1.2, 0.4, 1.2], [-0.1, -1.4, -1.2], [0.3, 0.0, 0.1], [-2.2, 3.5, 1.0], [-0.8, -0.8, -0.5], [0.5, -1.0, 1.7], [-0.6, -2.2, -1.7], [-1.2, 0.5, -0.9], [0.4, 0.7, 0.3], [1.4, 1.3, -1.1], [0.4, -0.5, 1.1], [0.8, 1.3, 1.2], [-0.4, 0.3, 0.2], [-0.7, 0.5, -1.4], [0.5, -1.5, -1.1], [1.7, 1.2, 0.2]],
  "lowdin_charge": [0.03, 0.06, -0.22, -0.05, -0.20, -0.13, -0.07, -0.15, -0.24, 0.06, -0.02, 0.05, 0.08, 0.01, 0.11, 0.15, 0.18, 0.11, 0.14, 0.09, 0.13, 0.16, 0.14, 0.17, 0.21, 0.21],
  "energy_ev": -13771.0528,
  "orbital_gap_ev": [7.32, 8.03],
  "charge": 1
}



Asked for energy above the lowest of the compared OMol25 structures with the same formula, charge and spin across the records above, the calculation gives 0.0; 57.2; 0.0; 232.8 kJ/mol in order.